The following is a quantum chemistry calculation of a cluster of 4 separate species, C3H13O3S in total in a non-equilibrium geometry, from the OMol25 dataset.

```
! RIJCOSX wB97M-V def2-TZVPD def2/J DEFGRID3
* xyz -1 1
C 1.891 1.316 0.125
C 1.561 0.240 -0.945
C 1.113 -1.163 -0.431
S -0.202 -0.859 0.779
H 1.037 1.485 0.749
H 2.752 0.731 0.652
H 2.289 2.290 -0.194
H 2.489 0.094 -1.601
H 0.789 0.637 -1.689
H 0.685 -1.714 -1.310
H 1.931 -1.880 -0.207
H -3.234 1.217 -3.297
H -3.344 1.370 -1.811
O -3.913 1.336 -2.615
H 2.556 -1.996 2.380
H 1.201 -1.268 2.361
O 1.948 -1.479 3.019
H -1.369 1.737 0.074
H -1.260 0.384 -0.211
O -1.871 1.180 -0.510
*
```

Output
Maximum force: 0.060 Eh/bohr
ΔE to the lowest compared entry with this formula, charge and spin: 1.023 eV

natural (NBO) atomic charge list, values in e, 8 entries: -0.62, -0.41, -0.53, -0.57, 0.22, 0.20, 0.19, 0.17